P.
19
Properties=species:S:1:pos:R:3 method="wB97M-V/def2-TZVPD" gap_ev=8.9 total_charge=+1 lumo_energy_ev=-3.84
C -1.97027 -1.21422 0.32772
C -2.53120 -1.63114 1.47075
C -0.18747 -1.64038 1.63955
C 1.96458 1.62197 -1.19758
C 0.52378 -0.46990 -0.81307
C 0.58382 1.02733 -0.78273
N -0.61250 -1.15804 0.49083
S -1.38750 -2.19312 2.68782
S 0.20773 1.91149 0.88504
H -2.32930 -0.91751 -0.65670
H -3.63589 -1.81937 1.61735
H 0.85922 -1.56457 1.80073
H 2.62012 1.77152 -0.36280
H 1.82448 2.70634 -1.47140
H 2.29743 1.11901 -2.05029
H 1.40611 -1.10183 -0.70147
H -0.07065 -0.89506 -1.71871
H -0.27459 1.41957 -1.42102
H 0.71209 3.02792 0.25597



Q.
19
Properties=species:S:1:pos:R:3 method="wB97M-V/def2-TZVPD" gap_ev=9.3 total_charge=+1 lumo_energy_ev=-3.57
C 1.19543 1.71250 1.55039
C 1.04634 3.04654 1.55035
C 1.38361 1.97742 -0.56738
C -1.19353 -1.99296 -1.82811
C -1.18804 -1.32725 0.74972
C -1.01045 -1.03671 -0.69634
N 1.28237 1.10018 0.36203
S 1.30294 3.58130 -0.03265
S 0.59246 -1.35559 0.22349
H 1.16987 1.31277 2.50813
H 1.12300 3.64657 2.41431
H 1.76486 1.64766 -1.59711
H -0.58358 -1.71634 -2.67460
H -2.29173 -1.85252 -1.90300
H -1.00417 -2.94594 -1.37416
H -1.53365 -2.30198 0.98478
H -1.46326 -0.55962 1.56281
H -1.17223 -0.07165 -1.18809
H 0.57976 -2.86439 -0.04455



Which one sits at the bottom of the stability order? Q does.



P.
8
Properties=species:S:1:pos:R:3 method="wB97M-V/def2-TZVPD" gap_ev=5.4 total_charge=-1 lumo_energy_ev=3.65
C -0.58723 0.74428 0.32706
C 2.30882 -0.43992 -0.17236
N -1.63289 -0.20533 0.16999
O 2.36872 -0.18921 -1.31138
O -0.97251 1.93853 0.34741
O 2.47890 -0.80577 0.92353
H -1.38988 -1.12677 -0.15816
H -2.57393 0.08418 -0.12608



Q.
8
Properties=species:S:1:pos:R:3 method="wB97M-V/def2-TZVPD" gap_ev=6.5 total_charge=-1 lumo_energy_ev=3.91
C -0.82787 1.26764 0.08410
C 0.92190 -1.67207 0.24316
N -0.60087 0.99116 -1.11433
O -0.15938 -2.00142 0.53042
O 2.07780 -1.63331 0.47666
O 0.26383 0.09117 -1.48037
H -1.49122 2.06419 0.37666
H -0.18420 0.89262 0.88370



Which one sits at the bottom of the stability order? Q does.



P.
26
Properties=species:S:1:pos:R:3 method="wB97M-V/def2-TZVPD" gap_ev=10.2 total_charge=+2 smiles="C=C=[N+](C)C(=C)[N@H+]1CCCN1" lumo_energy_ev=-8.27
C -0.64999 0.76681 -0.35992
C -2.30402 -0.88102 -0.42043
C -0.94088 2.04484 -0.52876
C -3.10925 -1.68667 -0.95658
C 2.75561 -0.01662 0.33418
C 1.80146 1.08695 -0.03677
C 1.86263 -1.21318 0.35231
C -1.64924 -0.00970 1.71926
N -1.48172 -0.20315 0.24969
N 0.69002 0.41743 -0.82103
N 0.95540 -1.01900 -0.79819
H -0.15462 2.71555 -0.92887
H -1.87614 2.55855 -0.54202
H -2.80156 -2.64094 -1.50826
H -4.14118 -1.35104 -1.18751
H 3.48830 -0.15700 -0.48385
H 3.29652 0.18357 1.38257
H 1.33235 1.49527 0.83674
H 2.25915 1.83730 -0.60043
H 2.28518 -2.22318 0.34545
H 1.19641 -1.07402 1.15644
H -2.10772 -0.86719 2.04164
H -0.59446 -0.02525 2.09434
H -2.18970 0.83852 2.16206
H 0.71700 0.66077 -1.84930
H 1.36045 -1.23758 -1.65276



Q.
26
Properties=species:S:1:pos:R:3 method="wB97M-V/def2-TZVPD" gap_ev=9.9 total_charge=+2 smiles="C=C=[N+](C)C(=C)[N@H+]1CCCN1" lumo_energy_ev=-8.46
C -0.89151 -1.07091 0.13027
C -1.00251 1.28656 -0.32445
C -1.53784 -2.27097 0.12320
C -0.70839 2.47603 -0.61029
C 2.47988 0.27234 -0.56561
C 1.34270 -0.75355 -0.99048
C 2.26990 0.53631 0.89881
C -3.01103 0.29620 0.34075
N -1.60246 0.19380 -0.03019
N 0.61718 -0.97106 0.30782
N 0.88322 0.20069 1.09849
H -0.89918 -3.08822 0.07916
H -2.57890 -2.56499 -0.27674
H -0.77928 2.96999 -1.64424
H -0.07303 3.10000 0.07475
H 3.42236 -0.36313 -0.68549
H 2.57944 1.05331 -1.16651
H 0.71983 -0.31748 -1.79474
H 1.79985 -1.78330 -1.40617
H 2.84781 -0.08887 1.47804
H 2.36318 1.61958 1.23704
H -3.39688 -0.57488 0.92048
H -3.22754 1.10877 0.91850
H -3.49886 0.45917 -0.66671
H 1.13731 -1.77978 0.47547
H 0.74476 0.05442 2.07884



Which one sits at the bottom of the stability order? Q does.